{
  "formula": "CBrFN2O2",
  "method": "the ωB97M-V functional and the def2-TZVPD basis",
  "e_homo_ev": [-9.862, -9.847],
  "homo_lumo_gap_ev": [6.72, 6.65],
  "e_lumo_ev": [-3.1, -3.2],
  "symbols": ["C", "N", "N", "O", "O", "F", "Br"],
  "positions_angstrom": [[-0.645, 0.168, 0.170], [1.376, -1.240, -0.168], [-0.222, 1.634, 0.066], [-1.273, -0.838, -0.110], [0.032, 1.724, -1.111], [1.304, -1.615, -1.388], [-0.572, 0.166, 2.542]]
}

***

{
  "formula": "CBrNO3",
  "method": "the ωB97M-V functional and the def2-TZVPD basis",
  "e_homo_ev": [-10.497, -10.634],
  "homo_lumo_gap_ev": [6.63, 6.82],
  "e_lumo_ev": [-3.9, -3.8],
  "symbols": ["C", "N", "O", "O", "O", "Br"],
  "positions_angstrom": [[0.439, 0.333, -0.066], [-0.647, -0.590, 0.024], [-1.762, -0.290, 0.400], [0.016, 2.278, -0.106], [-0.285, -1.732, -0.264], [2.238, 0.001, 0.012]]
}

***

{
  "formula": "CBrNO3",
  "method": "the ωB97M-V functional and the def2-TZVPD basis",
  "e_homo_ev": [-9.771, -9.771],
  "homo_lumo_gap_ev": [7.39, 7.39],
  "e_lumo_ev": [-2.4, -2.4],
  "symbols": ["C", "N", "O", "O", "O", "Br"],
  "positions_angstrom": [[0.022, 1.264, 1.028], [0.670, -1.616, 0.061], [0.717, 1.640, 0.152], [0.436, -1.717, -1.068], [-0.662, 0.997, 1.903], [-1.183, -0.567, -2.075]]
}

***

{
  "formula": "CBrNO7S",
  "method": "the ωB97M-V functional and the def2-TZVPD basis",
  "e_homo_ev": -11.645,
  "homo_lumo_gap_ev": 11.33,
  "e_lumo_ev": -0.3,
  "symbols": ["C", "N", "O", "O", "O", "O", "O", "O", "O", "S", "Br"],
  "positions_angstrom": [[2.768, 1.994, 0.590], [0.936, -1.008, 0.624], [1.778, -1.594, 0.110], [3.170, 1.976, -0.464], [0.382, -0.948, 1.627], [-1.915, 0.087, -1.945], [-0.690, 0.736, 0.164], [0.380, 0.113, -0.420], [-1.539, -1.585, -0.168], [-1.782, -0.249, -0.581], [-3.487, 0.477, 0.461]]
}

***

{
  "formula": "CCl2F2",
  "method": "the ωB97M-V functional and the def2-TZVPD basis",
  "e_homo_ev": -11.766,
  "homo_lumo_gap_ev": 12.27,
  "e_lumo_ev": 0.5,
  "smiles": "FC(F)(Cl)Cl",
  "symbols": ["F", "C", "F", "Cl", "Cl"],
  "positions_angstrom": [[0.075, 0.625, 1.228], [-0.074, 0.084, 0.031], [-0.191, 1.006, -1.047], [1.582, -0.784, -0.152], [-1.392, -0.931, -0.060]]
}

***

{
  "formula": "CCl2N2O4",
  "method": "the ωB97M-V functional and the def2-TZVPD basis",
  "e_homo_ev": [-11.366, -11.365],
  "homo_lumo_gap_ev": [7.22, 7.22],
  "e_lumo_ev": [-4.1, -4.1],
  "symbols": ["C", "N", "N", "O", "O", "O", "O", "Cl", "Cl"],
  "positions_angstrom": [[-0.139, 0.294, 0.139], [1.007, -0.302, 0.812], [-0.400, 0.130, -1.338], [1.122, -1.482, 0.686], [-0.465, -0.998, -1.754], [1.655, 0.522, 1.489], [-0.333, 1.142, -1.927], [-0.483, 1.885, 0.622], [-1.965, -1.192, 1.272]]
}

***

{
  "formula": "CCl2S2",
  "method": "the ωB97M-V functional and the def2-TZVPD basis",
  "e_homo_ev": [-8.787, -8.789],
  "homo_lumo_gap_ev": [7.16, 7.16],
  "e_lumo_ev": [-1.6, -1.6],
  "symbols": ["C", "S", "S", "Cl", "Cl"],
  "positions_angstrom": [[-0.013, -0.330, -1.006], [0.114, 0.629, -2.252], [-0.521, 1.238, 0.966], [0.274, -1.792, -0.449], [0.146, 0.255, 2.741]]
}

***

{
  "formula": "CCl3FO2S",
  "method": "the ωB97M-V functional and the def2-TZVPD basis",
  "e_homo_ev": [-11.462, -9.032],
  "homo_lumo_gap_ev": [10.21, 3.82],
  "e_lumo_ev": [-1.3, -5.2],
  "symbols": ["C", "O", "O", "F", "S", "Cl", "Cl", "Cl"],
  "positions_angstrom": [[-1.109, 0.603, -0.956], [1.760, -1.287, 3.080], [-0.959, 0.740, 0.229], [-0.552, 1.481, -1.778], [1.385, -0.219, 2.206], [-0.254, -1.234, -1.594], [-2.698, 0.237, -1.662], [2.427, -0.320, 0.476]]
}

***

{
  "formula": "CCl3NP",
  "method": "the ωB97M-V functional and the def2-TZVPD basis",
  "total_charge": 1,
  "e_homo_ev": -17.814,
  "homo_lumo_gap_ev": 12.43,
  "e_lumo_ev": -5.4,
  "symbols": ["C", "N", "P", "Cl", "Cl", "Cl"],
  "positions_angstrom": [[-0.502, 1.153, 0.277], [-0.827, 2.112, 0.797], [0.182, -0.422, -0.173], [1.055, -1.096, 1.408], [1.385, -0.176, -1.611], [-1.292, -1.572, -0.698]]
}

***

{
  "formula": "CCl4OS",
  "method": "the ωB97M-V functional and the def2-TZVPD basis",
  "e_homo_ev": -9.342,
  "homo_lumo_gap_ev": 8.34,
  "e_lumo_ev": -1.0,
  "symbols": ["C", "O", "S", "Cl", "Cl", "Cl", "Cl"],
  "positions_angstrom": [[0.480, 1.812, -1.152], [-1.164, -2.388, 1.556], [-0.219, -1.269, 1.435], [-0.011, 2.807, 0.167], [-0.387, 2.009, -2.528], [0.040, -1.174, -0.675], [1.627, -1.988, 1.992]]
}

***

{
  "formula": "CCl5PS",
  "method": "the ωB97M-V functional and the def2-TZVPD basis",
  "e_homo_ev": [-9.143, -9.278],
  "homo_lumo_gap_ev": [7.14, 7.84],
  "e_lumo_ev": [-2.0, -1.4],
  "symbols": ["C", "P", "S", "Cl", "Cl", "Cl", "Cl", "Cl"],
  "positions_angstrom": [[2.106, -0.012, -0.299], [-1.716, 0.261, -0.495], [-1.141, -1.741, 0.059], [1.246, -1.457, -0.425], [2.520, 0.515, 1.350], [1.838, 1.210, -1.507], [-1.081, 1.138, 1.210], [-3.774, 0.086, 0.107]]
}

***

{
  "formula": "CClF2NO2",
  "method": "the ωB97M-V functional and the def2-TZVPD basis",
  "e_homo_ev": -12.089,
  "homo_lumo_gap_ev": 11.54,
  "e_lumo_ev": -0.5,
  "smiles": "O=[N+]([O-])C(F)(F)Cl",
  "symbols": ["O", "N", "O", "C", "F", "F", "Cl"],
  "positions_angstrom": [[-1.305, 0.559, -1.119], [-0.851, 0.406, -0.027], [-1.267, 0.772, 1.028], [0.504, -0.352, 0.024], [0.552, -1.201, -0.991], [0.561, -1.037, 1.157], [1.806, 0.853, -0.072]]
}

***

{
  "formula": "CClF3NO2S",
  "method": "the ωB97M-V functional and the def2-TZVPD basis",
  "total_charge": -1,
  "e_homo_ev": [-3.390, -4.594],
  "homo_lumo_gap_ev": [5.66, 8.12],
  "e_lumo_ev": [2.3, 3.5],
  "symbols": ["C", "N", "O", "O", "F", "F", "F", "S", "Cl"],
  "positions_angstrom": [[0.664, 0.487, -1.647], [-1.393, 0.370, 1.533], [-1.481, -2.053, 1.772], [0.878, -1.007, 1.760], [-0.250, -0.331, -2.302], [1.931, 0.080, -1.978], [0.502, 1.760, -1.996], [-0.523, -0.980, 1.371], [-0.327, 1.673, 1.487]]
}

***

{
  "formula": "CClF3O2S",
  "method": "the ωB97M-V functional and the def2-TZVPD basis",
  "e_homo_ev": [-10.423, -10.422],
  "homo_lumo_gap_ev": [7.21, 7.21],
  "e_lumo_ev": [-3.2, -3.2],
  "symbols": ["C", "O", "O", "F", "F", "F", "S", "Cl"],
  "positions_angstrom": [[1.414, 0.245, -0.067], [-2.677, -1.585, 0.344], [0.111, -0.114, 0.188], [2.274, -0.481, 0.768], [1.570, 1.519, 0.057], [1.716, -0.163, -1.293], [-2.028, -0.421, 0.733], [-2.381, 1.000, -0.730]]
}

***

{
  "formula": "CClF3O2S",
  "method": "the ωB97M-V functional and the def2-TZVPD basis",
  "e_homo_ev": [-11.301, -11.339],
  "homo_lumo_gap_ev": [7.72, 7.76],
  "e_lumo_ev": [-3.6, -3.6],
  "symbols": ["C", "O", "O", "F", "F", "F", "S", "Cl"],
  "positions_angstrom": [[0.718, -0.020, -0.344], [-0.561, 0.266, 1.951], [-0.800, -1.803, 0.623], [1.791, 0.410, 0.386], [0.795, 1.981, -1.856], [0.991, -0.930, -1.176], [-0.736, -0.405, 0.728], [-2.197, 0.500, -0.312]]
}

***

{
  "formula": "CClFN2O3",
  "method": "the ωB97M-V functional and the def2-TZVPD basis",
  "e_homo_ev": [-9.082, -9.080],
  "homo_lumo_gap_ev": [7.70, 7.69],
  "e_lumo_ev": [-1.4, -1.4],
  "symbols": ["C", "N", "N", "O", "O", "O", "F", "Cl"],
  "positions_angstrom": [[-1.313, -0.385, -0.039], [-0.268, 0.334, -0.105], [1.784, -0.019, 0.059], [-0.154, 1.587, -0.107], [2.213, 1.021, -0.004], [1.917, -1.137, 0.118], [-1.244, -1.704, -0.049], [-2.934, 0.304, 0.126]]
}

***

{
  "formula": "CClN5O2",
  "method": "the ωB97M-V functional and the def2-TZVPD basis",
  "e_homo_ev": -11.468,
  "homo_lumo_gap_ev": 10.57,
  "e_lumo_ev": -0.9,
  "symbols": ["C", "N", "N", "N", "N", "N", "O", "O", "Cl"],
  "positions_angstrom": [[-2.560, 0.168, -0.403], [0.286, 0.134, 0.286], [-2.855, 1.106, -0.992], [0.595, 0.924, 1.119], [0.960, 1.598, 1.922], [0.934, -0.257, -0.903], [2.074, 0.160, -0.955], [0.208, -0.853, -1.659], [-2.263, -1.280, 0.289]]
}

***

{
  "formula": "CClNO",
  "method": "the ωB97M-V functional and the def2-TZVPD basis",
  "e_homo_ev": -10.734,
  "homo_lumo_gap_ev": 9.56,
  "e_lumo_ev": -1.2,
  "smiles": "O=C=NCl",
  "symbols": ["O", "C", "N", "Cl"],
  "positions_angstrom": [[-1.497, -0.022, -1.207], [-0.541, 0.074, -0.534], [0.357, -0.075, 0.278], [1.681, 0.023, 1.463]]
}

***

{
  "formula": "CClNS",
  "method": "the ωB97M-V functional and the def2-TZVPD basis",
  "e_homo_ev": [-8.905, -8.870],
  "homo_lumo_gap_ev": [6.95, 6.80],
  "e_lumo_ev": [-2.0, -2.1],
  "smiles": "N#S#CCl",
  "symbols": ["N", "S", "C", "Cl"],
  "positions_angstrom": [[-1.682, 0.968, 0.200], [-1.060, -0.337, -0.136], [0.763, -0.825, 0.073], [1.979, 0.194, -0.136]]
}

***

{
  "formula": "CCuF5MgO3P",
  "method": "the ωB97M-V functional and the def2-TZVPD basis",
  "total_charge": 1,
  "e_homo_ev": -15.589,
  "homo_lumo_gap_ev": 9.43,
  "e_lumo_ev": -6.2,
  "symbols": ["P", "F", "F", "F", "F", "F", "O", "O", "C", "O", "Cu", "Mg"],
  "positions_angstrom": [[-0.696, -0.954, -1.361], [-2.249, -1.120, -1.360], [0.888, -1.922, 3.207], [-0.666, -0.830, -2.947], [0.188, -2.244, -1.407], [-0.789, -1.212, 0.316], [-0.059, 0.485, -1.203], [0.513, 2.500, -0.526], [0.371, 1.339, -0.188], [0.632, 0.879, 0.951], [1.354, 3.452, 1.442], [0.292, -0.763, 1.966]]
}